# 1
Formula: C4H12N2O2
Source: OMol25
Level of theory: wB97M-V/def2-TZVPD

Cartesian coordinates (Å):
O1 2.7314 -0.6676 2.1409
O2 -1.2516 1.5013 1.5450
N1 1.9821 -2.4469 0.9183
N2 1.2285 -0.3897 -0.8328
C1 -1.8269 -0.0458 -1.1214
C2 2.1030 -1.1564 1.2881
C3 -1.7738 1.4708 -1.1820
C4 1.1353 -0.0983 0.4384
H1 1.7676 -2.6357 -0.0523
H2 -2.7676 1.8958 -1.2309
H3 -0.8164 -0.4227 -1.3522
H4 -1.1364 1.8286 -1.9694
H5 1.7522 0.3565 -1.3253
H6 -2.4590 -0.4648 -1.9057
H7 -1.3450 2.2962 2.1024
H8 2.7488 -2.9864 1.2979
H9 -2.1781 -0.4006 -0.1470
H10 1.3994 0.8943 0.7973
H11 -1.4059 1.8079 -0.1925
H12 0.1125 -0.3366 0.7833

Values from the calculation:
Total charge = +1
Relative energy (zero: lowest compared OMol25 entry of this formula, charge and spin) = 140.1 kcal/mol
Highest occupied orbital energy (spin up / spin down) = -14.897 / -15.112 eV
Spin multiplicity = 2

***

# 2
Formula: C25H17N4PS2V
Source: OMol25
Level of theory: wB97M-V/def2-TZVPD

Cartesian coordinates (Å):
V1 0.2090 -0.9625 -1.1688
S1 -0.7979 -2.9380 -0.7789
S2 2.0823 -1.8602 -2.0027
P1 -0.3648 1.3074 -0.1572
N1 -1.4948 1.6712 -1.3748
N2 -0.9968 -0.2021 -2.6913
N3 1.8604 -6.3872 3.5399
N4 5.4182 -5.1023 2.0119
C1 -3.0583 1.2065 2.9170
C2 3.1834 -3.4086 -0.0314
C3 1.5537 4.4162 1.6038
C4 3.1744 -4.3048 1.0166
C5 0.5233 2.8414 0.1094
C6 -2.5357 0.1858 3.7052
C7 0.8069 3.2644 1.4071
C8 0.9958 3.5661 -0.9852
C9 0.7631 -4.3194 0.9909
C10 1.7341 4.7180 -0.7785
C11 -0.7485 -0.1210 2.1370
C12 1.9495 -4.7634 1.5358
C13 1.9844 -2.9689 -0.6071
C14 2.0138 5.1406 0.5145
C15 1.9144 -5.6752 2.6416
C16 -2.5630 1.4006 -3.5151
C17 -1.9954 -0.5192 -4.8349
C18 -2.7158 0.6647 -4.6651
C19 0.7595 -3.4281 -0.0920
C20 -1.1533 -0.9146 -3.8314
C21 -1.2668 0.8987 1.3421
C22 -2.4232 1.5690 1.7438
C23 -1.3804 -0.4751 3.3216
C24 4.4165 -4.7501 1.5770
C25 -1.6820 0.9354 -2.5329
H1 0.1602 -0.6470 1.8543
H2 -0.5700 -1.8241 -3.8898
H3 -0.1762 -4.6674 1.3974
H4 -2.0934 -1.1166 -5.7281
H5 0.4424 2.7058 2.2596
H6 4.1277 -3.0493 -0.4162
H7 -2.0057 2.5432 -1.3379
H8 2.5943 6.0393 0.6727
H9 -3.3919 1.0058 -5.4371
H10 1.7710 4.7473 2.6098
H11 -3.0344 -0.0898 4.6245
H12 0.7854 3.2360 -1.9958
H13 2.0948 5.2845 -1.6258
H14 -3.9586 1.7182 3.2272
H15 -0.9715 -1.2656 3.9358
H16 -2.8318 2.3730 1.1428
H17 -3.1083 2.3211 -3.3613

Values from the calculation:
Total charge = +1
Relative energy (zero: lowest compared OMol25 entry of this formula, charge and spin) = 7.7 kcal/mol
Highest occupied orbital energy (spin up / spin down) = -11.631 / -11.734 eV
Spin multiplicity = 3

***

# 3
Formula: C25H23F4N6O17S4Y
Source: OMol25
Level of theory: wB97M-V/def2-TZVPD

Cartesian coordinates (Å):
Y1 -0.9009 -0.0297 -0.1789
S1 -1.8411 -3.0091 1.6795
S2 -0.4104 -3.5638 -0.0424
S3 -2.6990 2.8949 -0.8280
S4 -4.1090 1.6893 0.5880
F1 -1.6042 2.4496 -1.9608
F2 -2.7682 -1.8409 2.2000
F3 1.0120 -2.8274 -0.3620
F4 -3.7374 0.6232 1.7607
O1 1.1897 2.8767 2.0040
O2 -0.8532 -3.9324 -1.3710
O3 -1.4913 2.1856 3.2110
O4 0.3867 0.0240 -2.1494
O5 -2.8649 -3.9615 1.2943
O6 -1.1022 -3.2248 2.9153
O7 -3.8407 3.2465 -1.6594
O8 0.0416 -4.5821 0.9273
O9 -5.2355 0.9122 0.0797
O10 -4.0094 -2.0762 -0.7225
O11 2.8940 0.3683 2.3393
O12 0.3505 2.0111 0.2275
O13 -4.3756 2.9263 1.3865
O14 -2.0369 4.0243 -0.1803
O15 1.5057 -0.3865 0.8130
O16 -0.7449 0.5415 2.1802
O17 -2.5091 -1.0808 -1.8333
N1 2.6344 -0.2125 1.2423
N2 -3.4088 -1.9142 -1.7679
N3 -1.0831 -2.0706 0.5962
N4 -2.5068 1.4915 -0.1208
N5 -0.9457 1.0953 3.2252
N6 1.0098 2.8845 0.7862
C1 -4.9215 -3.3036 -3.1940
C2 -0.3216 0.5875 6.9372
C3 -0.4223 0.5320 4.5004
C4 -3.7210 -2.6979 -2.9649
C5 0.5747 -0.4402 6.8869
C6 -2.7083 -2.7621 -3.9539
C7 0.4453 -0.5843 4.4825
C8 0.7697 0.0831 -3.4996
C9 4.8632 -1.2276 -1.7841
C10 2.9884 5.5155 -1.9218
C11 1.5784 3.9699 -0.0746
C12 1.9610 4.7233 -2.3638
C13 1.2882 3.9518 -1.4800
C14 3.2344 5.7229 -0.5505
C15 5.0682 -0.8655 0.9837
C16 3.7526 -0.7937 -1.0044
C17 2.5680 4.8770 0.3322
C18 3.8341 -0.6395 0.3833
C19 -5.1993 -3.9456 -4.4056
C20 -4.1973 -3.9327 -5.3876
C21 6.0579 -1.4649 -1.0777
C22 0.8862 -1.0897 5.6684
C23 6.1594 -1.3077 0.2608
C24 -0.8458 1.0620 5.7418
C25 -2.9769 -3.3655 -5.1669
H1 -1.7878 -2.2236 -3.7830
H2 7.0991 -1.6100 0.6990
H3 2.8637 -0.7193 -1.6133
H4 0.5859 3.1961 -1.7995
H5 0.0293 -0.1662 -4.2597
H6 1.5677 -1.9265 5.7082
H7 -2.2096 -3.5145 -5.9122
H8 -0.6350 1.0392 7.8668
H9 3.7113 5.9665 -2.5853
H10 6.9721 -1.8722 -1.4835
H11 4.0305 6.3716 -0.2163
H12 5.1643 -0.8228 2.0585
H13 -6.1323 -4.4542 -4.5985
H14 4.7526 -1.4726 -2.8301
H15 -1.4571 1.9449 5.8568
H16 2.6896 5.0036 1.3978
H17 1.3962 -0.7980 -3.6382
H18 1.7575 4.7138 -3.4245
H19 -5.6528 -3.3526 -2.4008
H20 0.9594 -0.8115 7.8252
H21 -4.4085 -4.5884 -6.2194
H22 0.7879 -1.0385 3.5645
H23 1.2545 0.9983 -3.8395

Values from the calculation:
Total charge = +1
Highest occupied orbital energy (spin up / spin down) = -12.098 / -12.098 eV
Spin multiplicity = 2

***

# 4
Formula: C24H42BCl16N2O5
Source: OMol25
Level of theory: wB97M-V/def2-TZVPD

Cartesian coordinates (Å):
Cl1 -1.7570 -1.2341 3.2518
Cl2 0.1286 -8.9685 -2.8847
Cl3 -0.5974 -4.7357 2.1887
Cl4 8.8054 -2.9514 -0.7036
Cl5 -1.9220 -0.0337 -6.8993
Cl6 -6.0039 3.5452 2.5865
Cl7 -0.8050 -1.0506 -9.4074
Cl8 6.4856 1.6226 -1.6560
Cl9 -1.4432 -4.1295 -0.5337
Cl10 4.6560 0.8147 -3.7803
Cl11 -2.5402 -3.5795 4.8421
Cl12 6.1772 -1.9235 -1.4786
Cl13 -9.5248 4.5681 4.6678
Cl14 1.2249 -7.1898 -0.8329
Cl15 -5.5319 6.2144 3.6807
Cl16 -10.2762 6.8024 2.9242
O1 -2.0543 3.5367 2.1185
O2 1.5511 -0.4993 -5.2518
O3 2.8577 -0.2304 1.4282
O4 -0.0566 -2.1096 -4.6216
O5 -2.0411 3.4052 4.3557
N1 2.8288 1.6892 2.7609
N2 1.8862 0.0518 -2.3493
C1 -1.6147 0.4022 -0.0051
C2 2.3482 0.8194 1.7276
C3 -1.7364 -5.1172 0.9037
C4 7.4155 -1.9871 -0.2127
C5 -4.9681 4.5384 3.6159
C6 -2.9398 -1.9270 4.3934
C7 -0.3423 0.2996 -0.7860
C8 -1.9953 1.8655 0.4023
C9 -9.0691 5.5596 3.2755
C10 1.9868 0.6023 -1.1407
C11 1.0787 1.3135 1.0594
C12 -0.2301 4.5445 3.4219
C13 0.8975 0.7435 -0.3137
C14 -1.5160 3.7801 3.3395
C15 4.2875 1.8815 2.6577
C16 1.5785 -8.4591 -2.0159
C17 -0.2988 -3.1562 -3.6620
C18 -0.3944 -0.2867 -2.0473
C19 -0.4952 -4.4955 -4.3640
C20 -2.2017 2.1153 1.8757
C21 0.7123 -0.4121 -2.8271
C22 5.5255 2.1719 -3.0208
C23 -0.4470 -0.3318 -7.8360
C24 2.4718 1.0130 4.0391
B1 0.7196 -1.0680 -4.3002
H1 -3.9709 4.5223 3.2068
H2 -2.3976 0.0104 -0.6403
H3 -1.3476 -4.9993 -3.9277
H4 0.1834 -1.0104 -7.2791
H5 -1.2681 2.5472 -0.0216
H6 1.9892 -9.3129 -1.4916
H7 -8.1250 6.0418 3.4960
H8 -3.2092 1.8176 2.1458
H9 -1.5905 -0.2673 0.8614
H10 -0.5872 -4.3848 -5.4344
H11 2.2941 -8.0729 -2.7312
H12 2.8670 -0.0014 4.0538
H13 -2.9424 -1.3158 5.2875
H14 -4.9691 4.1322 4.6197
H15 4.5064 2.8974 2.3503
H16 -2.9280 2.0838 -0.1020
H17 0.2799 0.9277 1.6796
H18 0.3971 4.1489 4.2028
H19 -1.5216 1.5757 2.5156
H20 -8.9729 4.9153 2.4103
H21 2.9649 0.9090 -0.8126
H22 0.4923 -3.2483 -2.9224
H23 -1.3474 -0.6246 -2.4117
H24 2.8378 1.5821 4.8795
H25 -1.6286 -6.1617 0.6360
H26 0.0570 0.6140 -7.9924
H27 1.3892 0.9270 4.0769
H28 4.8003 2.8964 -2.6708
H29 0.2814 4.5151 2.4662
H30 2.4238 -0.9040 -5.2036
H31 -0.4419 5.5876 3.6253
H32 0.3602 -5.1292 -4.1617
H33 4.7583 1.2139 1.9411
H34 7.7483 -0.9763 -0.0077
H35 1.0091 2.3927 1.1079
H36 4.7667 1.7119 3.6127
H37 -3.9128 -1.9139 3.9186
H38 2.7291 -0.0243 -2.9150
H39 -2.7418 -4.9182 1.2558
H40 6.9773 -2.4299 0.6732
H41 -1.2046 -2.9124 -3.1152
H42 6.1732 2.6130 -3.7682

Values from the calculation:
Total charge = +1
Highest occupied orbital energy = -11.848 eV

***

no.,molecular weight (g/mol)
1,120.15
2,519.49
3,972.65
4,1016.67